{
  "formula": "C31H91N5O14",
  "method": "the ωB97M-V functional and the def2-TZVPD basis",
  "total_charge": 0,
  "gap_ev": 8.470,
  "homo_ev": -8.378,
  "fmax_ev_per_a": 2.7,
  "e_lumo_ev": 0.09,
  "elements": ["C", "O", "C", "C", "C", "N", "H", "H", "H", "H", "H", "H", "H", "H", "H", "H", "H", "C", "O", "C", "C", "C", "N", "H", "H", "H", "H", "H", "H", "H", "H", "H", "H", "H", "C", "O", "C", "C", "C", "N", "H", "H", "H", "H", "H", "H", "H", "H", "H", "H", "H", "C", "O", "C", "C", "N", "C", "C", "O", "C", "H", "H", "H", "H", "H", "H", "H", "H", "H", "H", "H", "H", "H", "H", "H", "C", "O", "C", "C", "N", "C", "C", "O", "C", "H", "H", "H", "H", "H", "H", "H", "H", "H", "H", "H", "H", "H", "H", "H", "C", "O", "H", "H", "H", "H", "C", "O", "H", "H", "H", "H", "C", "O", "H", "H", "H", "H", "C", "O", "H", "H", "H", "H", "C", "O", "H", "H", "H", "H", "C", "O", "H", "H", "H", "H", "C", "O", "H", "H", "H", "H"],
  "xyz": [[-14.9468, 18.9493, -13.9776], [-16.3096, 18.5932, -14.0915], [-16.6759, 17.8780, -15.1952], [-18.2241, 17.7094, -15.2723], [-18.8556, 17.0647, -14.0010], [-18.4988, 16.9113, -16.4583], [-14.4877, 18.0820, -13.5033], [-14.8724, 19.8267, -13.3351], [-14.5145, 19.1773, -14.9520], [-16.3725, 18.3296, -16.1397], [-16.2626, 16.8700, -15.1604], [-18.6747, 18.6773, -15.4916], [-18.5584, 17.6284, -13.1167], [-18.4031, 16.0765, -13.9192], [-19.9450, 17.0385, -14.0260], [-18.1414, 15.9668, -16.4387], [-19.4830, 16.7320, -16.5974], [-18.2839, 18.3176, -22.4383], [-17.6424, 19.3758, -21.7008], [-18.5337, 19.9690, -20.7554], [-18.9580, 19.0877, -19.5787], [-20.0161, 19.7760, -18.7300], [-17.7791, 18.9817, -18.7240], [-18.4395, 17.4136, -21.8494], [-17.6427, 18.0031, -23.2618], [-19.2494, 18.5904, -22.8645], [-18.0125, 20.8388, -20.3556], [-19.4521, 20.2822, -21.2520], [-19.2580, 18.1287, -20.0011], [-19.7511, 20.7542, -18.3287], [-20.3516, 19.1979, -17.8690], [-20.9282, 19.9971, -19.2844], [-17.9769, 18.3206, -17.9865], [-17.1339, 18.5567, -19.3745], [-14.8056, 18.3635, -9.2089], [-14.0392, 18.8701, -10.2813], [-12.6365, 18.8466, -10.1790], [-11.9870, 19.2404, -11.5320], [-10.4781, 19.5052, -11.3533], [-12.5384, 20.4908, -12.1151], [-14.6015, 17.3006, -9.0796], [-15.8778, 18.5314, -9.3106], [-14.6569, 18.9225, -8.2850], [-12.2157, 19.4690, -9.3894], [-12.3524, 17.8130, -9.9815], [-12.1480, 18.4424, -12.2569], [-10.2681, 20.4426, -10.8382], [-10.0403, 19.6877, -12.3347], [-9.9729, 18.6421, -10.9198], [-12.2624, 21.2304, -11.4851], [-13.5335, 20.4084, -11.9633], [-19.9993, 12.0196, -13.1987], [-20.8429, 12.7158, -12.3185], [-20.8111, 14.1337, -12.6327], [-21.9222, 14.8871, -11.8021], [-21.7690, 14.6523, -10.3690], [-20.4416, 14.9662, -9.7276], [-20.3122, 14.7348, -8.2080], [-18.9586, 14.9183, -7.6948], [-18.4412, 16.1962, -7.8475], [-20.4073, 11.9930, -14.2091], [-19.7844, 11.0115, -12.8440], [-19.0232, 12.4509, -13.4209], [-21.1497, 14.2719, -13.6595], [-19.8756, 14.6928, -12.6152], [-22.9332, 14.6409, -12.1268], [-21.7464, 15.9593, -11.8892], [-21.8709, 13.6481, -10.3320], [-20.2326, 16.0334, -9.8017], [-19.7126, 14.3477, -10.2513], [-20.7627, 13.7617, -8.0126], [-21.0235, 15.4165, -7.7417], [-18.3040, 16.3896, -8.9114], [-17.4322, 16.3195, -7.4541], [-19.0859, 16.9648, -7.4212], [-15.2740, 22.5348, -7.7128], [-16.0017, 21.9295, -8.7740], [-15.4006, 21.9211, -10.0247], [-16.4050, 21.4364, -11.0198], [-17.6748, 22.1920, -11.0106], [-18.5545, 21.6975, -12.0513], [-19.1202, 20.2353, -11.8574], [-19.9232, 20.2205, -10.6373], [-20.6502, 18.9957, -10.5349], [-14.3934, 21.9598, -7.4262], [-15.9662, 22.6611, -6.8804], [-14.9857, 23.5210, -8.0767], [-14.4785, 21.3438, -10.0909], [-15.0575, 22.9184, -10.3000], [-16.4789, 20.3636, -10.8417], [-15.9859, 21.4286, -12.0260], [-18.0885, 21.9232, -10.1293], [-18.0351, 21.8197, -13.0017], [-19.4921, 22.2534, -12.0508], [-18.2434, 19.5897, -11.8065], [-19.7296, 19.9789, -12.7240], [-21.2016, 19.1288, -9.6040], [-20.0920, 18.0623, -10.4621], [-21.3604, 18.7302, -11.3180], [-13.8434, 13.9370, -14.0401], [-14.2555, 15.2271, -13.8548], [-14.5742, 13.2651, -13.5901], [-13.7958, 13.4862, -15.0314], [-12.8890, 13.7580, -13.5451], [-13.5896, 15.8271, -14.1987], [-21.7634, 16.2197, -17.7819], [-21.4838, 16.3615, -16.4310], [-21.6111, 15.1545, -17.9558], [-22.7816, 16.5088, -18.0419], [-21.0337, 16.7034, -18.4313], [-22.2022, 15.9765, -15.9237], [-16.5584, 15.4159, -11.4025], [-15.5293, 14.4417, -11.4031], [-17.1449, 15.2819, -12.3114], [-17.3448, 15.1610, -10.6921], [-16.2425, 16.4589, -11.3798], [-15.1156, 14.5556, -12.2619], [-17.1302, 13.4225, -15.8451], [-17.9544, 13.7549, -16.9447], [-17.2063, 14.2003, -15.0853], [-17.4490, 12.5098, -15.3415], [-16.0672, 13.3228, -16.0645], [-18.3104, 13.0024, -17.4228], [-19.8585, 21.9203, -15.2728], [-18.5635, 22.4456, -15.5607], [-20.2082, 22.4400, -14.3808], [-20.5842, 22.1287, -16.0589], [-19.9052, 20.8446, -15.1033], [-18.2614, 22.0222, -16.3675], [-16.0996, 21.2921, -17.1197], [-17.2579, 21.5079, -17.8964], [-15.3360, 20.8002, -17.7222], [-15.6530, 22.2443, -16.8334], [-16.3706, 20.7684, -16.2030], [-17.5554, 20.7035, -18.3278], [-22.7621, 18.8564, -14.1376], [-22.5451, 20.2403, -14.2138], [-22.0274, 18.4335, -14.8228], [-22.6558, 18.3575, -13.1743], [-23.7513, 18.5675, -14.4926], [-22.7824, 20.4709, -15.1149]],
  "mulliken_charge": [-0.152, -0.103, -0.943, 1.914, 0.207, -0.136, -0.019, -0.364, 0.480, 0.330, -0.120, -0.553, -0.027, -0.743, 0.122, -0.002, -0.047, -0.709, -0.389, -0.829, 0.511, -1.492, -0.424, 0.255, 0.288, 0.329, 0.267, 0.483, 0.443, 0.374, 0.141, 0.494, 0.031, 0.209, -1.100, 0.267, -0.888, 0.719, -1.623, -0.439, 0.418, 0.175, 0.384, 0.256, 0.510, 0.107, 0.375, 0.411, 0.390, 0.411, -0.246, -0.648, -0.467, -0.067, -0.553, -0.425, 0.892, -0.906, -0.404, -0.248, 0.331, 0.376, 0.086, 0.615, -0.010, 0.365, 0.030, 0.395, -0.753, 0.351, 0.378, 0.377, -0.095, 0.246, 0.345, -0.835, -0.306, -0.734, -0.219, -0.289, -1.170, 1.136, -0.513, -0.400, 0.242, 0.264, 0.344, 0.384, 0.587, -0.029, 0.225, 0.393, 0.280, 0.332, -0.439, 0.182, 0.426, 0.024, 0.011, -0.862, -0.269, 0.290, 0.327, 0.364, 0.189, -0.636, -0.407, 0.330, 0.339, 0.012, 0.255, 0.663, -0.632, -0.579, 0.232, -0.038, 0.294, -0.208, -0.523, -0.155, 0.355, 0.233, 0.285, -0.813, -0.583, 0.390, 0.484, 0.193, 0.372, -0.572, -0.785, 0.378, 0.389, -0.023, 0.666, -0.283, -0.513, -0.010, 0.043, 0.430, 0.320]
}